C4H11N2S as an isolated structure in a non-equilibrium geometry. Source: the OMol25 dataset; level of theory: ωB97M-V/def2-TZVPD.

Geometry as XYZ:
```
18
C4H11N2S | the OMol25 dataset | ωB97M-V/def2-TZVPD
S 0.6569 -1.0593 1.3281
N -0.1897 -0.2593 -0.5615
N 0.1965 2.8461 -2.0381
C 0.1716 -2.7428 1.0823
C 0.0022 1.4695 -2.3560
C -0.6371 -0.3401 2.4085
C 0.5418 0.6246 -1.1031
H 0.5095 1.1927 -3.2682
H -1.6096 -0.8819 2.2703
H -0.5256 -0.4948 3.5661
H -0.7753 -2.7403 0.6158
H 0.9273 -3.3202 0.4981
H 1.0698 3.1210 -2.1099
H 1.5411 1.0072 -0.8251
H -1.0205 1.0551 -2.3784
H 0.0348 -3.2916 1.9625
H -0.4086 3.1171 -1.2632
H -0.4851 0.6971 2.1717
```

Its HOMO energy is -13.2 eV. Its lowest unoccupied orbital energy is -5.491 eV. As for the net charge: +1. As for the HOMO-LUMO gap: 7.6767 eV. Its total energy is -18131.928 eV. Its energy relative to the best compared isomer or geometry (same formula, charge and spin) is 346.5 kJ/mol. The calculation puts the largest force on an atom at 7.0 eV Å⁻¹.

Atomic partial charges in e from the Löwdin method, atoms 1 to 5: 1.0098 0.0596 0.0612 -0.3223 -0.2079